96
Properties=species:S:1:pos:R:3:forces:R:3 method="wB97M-V/def2-TZVPD" e_lumo_ev="-0.94 / -2.49" multiplicity=2 relative_energy_ev=0.185 orbital_gap_ev="6.7 / 5.2"
Pb -0.385570 0.236663 0.150352 -0.1 0.0 0.6
O 4.846542 4.714316 2.987059 0.0 0.0 0.0
C 3.884100 4.311309 3.658742 0.0 0.0 0.0
O 3.541215 4.497180 4.835699 0.0 0.0 0.0
C 2.909088 3.399092 2.861493 0.0 0.1 0.0
C 3.130904 3.126862 1.522715 0.0 0.0 0.0
C 2.221376 2.354021 0.822484 0.0 0.1 0.0
N 1.116905 1.856178 1.402184 0.0 -0.1 -0.1
C 0.902348 2.102991 2.702984 0.0 0.0 0.0
C 1.774472 2.876362 3.453399 0.0 -0.1 0.0
C -0.348168 1.555914 3.304066 0.0 0.0 0.0
C -0.605081 1.632322 4.669975 0.0 0.0 0.0
C -1.816319 1.169607 5.150433 0.0 0.0 0.0
C -2.744512 0.643725 4.264850 0.0 0.0 0.0
C -2.402318 0.584547 2.928389 0.0 0.0 0.0
N -1.237006 1.025763 2.463498 0.0 0.0 -0.1
C 2.410791 2.095182 -0.634166 0.0 0.0 0.0
C 3.616236 2.368239 -1.274113 0.1 0.0 0.0
C 3.714210 2.175749 -2.640603 0.0 0.0 0.0
C 2.610072 1.718104 -3.342228 0.0 0.0 0.0
C 1.460633 1.439642 -2.627547 -0.1 -0.1 0.0
N 1.361086 1.616210 -1.310621 0.1 0.1 0.0
H 4.015672 3.561701 1.079775 0.0 0.0 0.0
H 1.611718 3.119432 4.493668 0.0 0.0 0.0
H 0.127496 2.039245 5.349765 0.0 0.0 0.0
H -2.035437 1.225729 6.208437 0.0 0.0 0.0
H -3.703190 0.276202 4.601669 0.0 0.0 0.0
H -3.085721 0.174666 2.193653 0.0 0.0 0.0
H 4.469620 2.716087 -0.712390 0.0 0.0 0.0
H 4.645761 2.384040 -3.150009 0.0 0.0 0.0
H 2.644058 1.548332 -4.409132 0.0 0.0 0.0
H 0.576821 1.049528 -3.120276 0.0 0.0 0.0
S 0.436749 -5.553447 -3.254237 0.0 0.0 0.1
Sb 1.982935 -4.543859 -2.045630 -0.1 -0.1 0.1
S 1.899450 -2.063670 -3.007367 0.0 0.3 -0.2
S 0.818190 -2.318465 -1.359120 0.3 -0.2 -0.2
C -2.643625 -2.565570 0.287768 0.0 -0.1 0.0
C -2.031878 -3.517056 1.318149 0.0 0.2 0.0
C -2.403415 -3.098500 2.743442 0.0 -0.1 0.0
C -0.531167 -3.716968 1.181618 -0.1 -0.1 0.0
C -0.072846 -4.965495 0.784750 -0.1 0.0 0.1
C 1.277345 -5.294404 0.801290 0.0 0.0 -0.1
C 2.175179 -4.353941 1.297638 0.0 0.1 0.0
C 1.778113 -3.072447 1.653173 0.2 -0.2 0.1
C 2.823768 -2.135826 2.233315 -0.1 0.1 0.0
C 3.107925 -0.918649 1.352853 0.0 -0.1 -0.1
C 2.446660 -1.700133 3.653616 0.0 0.0 0.0
C 0.406874 -2.704245 1.530560 0.1 0.1 0.0
O 0.025925 -1.462652 1.745895 -0.1 0.0 -0.1
H -3.730175 -2.524494 0.399896 0.0 0.0 0.0
H -2.416551 -2.893354 -0.728288 0.0 0.0 0.0
H -2.261630 -1.552134 0.416281 -0.1 0.0 0.0
H -2.480420 -4.498392 1.138382 0.0 0.0 0.0
H -1.945413 -2.142444 2.990692 0.0 0.0 0.0
H -2.049538 -3.838639 3.462603 0.0 0.0 0.0
H -3.488397 -3.014020 2.848871 0.0 0.0 0.0
H -0.797308 -5.714569 0.483752 0.0 0.0 0.0
H 1.608053 -6.283945 0.511235 0.0 -0.1 0.1
H 3.220063 -4.625592 1.413622 0.0 0.0 0.0
H 3.751752 -2.712063 2.291957 0.0 0.0 0.0
H 2.212970 -0.308880 1.270596 0.0 0.0 0.0
H 3.426062 -1.214638 0.348893 0.0 0.0 0.0
H 3.896391 -0.302328 1.791880 0.0 0.0 0.0
H 1.503282 -1.153305 3.637459 0.0 0.0 0.0
H 3.219269 -1.055135 4.077514 0.0 0.0 0.0
H 2.328811 -2.568223 4.304032 0.0 0.0 0.0
C -2.579995 -1.822382 -5.818223 0.0 0.1 0.1
N -2.877067 -2.636316 -4.647972 0.0 -0.1 -0.1
C -4.250899 -2.387257 -4.230880 0.1 0.1 0.0
N -4.535604 -0.975923 -3.976011 -0.1 0.0 0.0
C -4.178893 -0.201046 -5.159843 0.1 0.0 0.0
N -2.796522 -0.390735 -5.599413 0.0 0.0 -0.1
C -1.845631 0.146185 -4.629357 -0.1 0.0 0.1
P -1.966331 -0.622719 -2.923412 -0.1 -0.2 -0.3
C -1.925491 -2.386498 -3.571247 0.0 0.2 0.0
C -3.826476 -0.491880 -2.795517 0.1 0.0 0.0
H -3.235948 -2.138640 -6.631877 0.0 0.0 0.0
H -1.542717 -1.986824 -6.115710 0.0 0.0 0.0
H -4.457147 -2.958289 -3.323725 0.0 0.0 0.0
H -4.917429 -2.731024 -5.024648 0.0 0.0 0.0
H -4.346388 0.858633 -4.955186 0.0 0.0 0.0
H -4.833423 -0.508810 -5.977855 0.0 0.0 0.0
H -2.000929 1.227639 -4.552426 0.0 0.0 0.0
H -0.831505 -0.018687 -5.006544 0.0 0.0 0.0
H -2.111341 -3.085215 -2.753556 0.0 0.0 0.0
H -0.917883 -2.591780 -3.939060 0.0 -0.1 0.0
H -4.087176 0.553536 -2.620442 0.0 0.0 0.0
H -4.152757 -1.056299 -1.917434 0.0 0.0 0.0
N -1.397154 3.807676 -1.789494 0.0 0.0 0.0
C -1.735532 3.402668 -0.558110 -0.1 -0.1 0.1
N -1.207339 4.064084 0.476033 0.0 0.0 0.0
S -2.806434 2.111445 -0.318294 0.0 0.2 -0.2
H -0.746734 4.556889 -1.955867 0.0 0.0 0.0
H -1.773545 3.302358 -2.570860 0.0 0.0 0.0
H -0.541059 4.810939 0.367745 0.0 0.0 0.0
H -1.410952 3.731016 1.402792 0.0 0.0 0.0

=====

68
Properties=species:S:1:pos:R:3:forces:R:3 method="wB97M-V/def2-TZVPD" e_lumo_ev="-2.51 / -4.12" multiplicity=6 total_charge=+1 relative_energy_ev=1.209 orbital_gap_ev="5.1 / 5.4"
Os -0.047674 -2.549351 0.448132 -0.7 -0.6 -0.6
Cl -4.932559 -1.126410 -0.499157 -0.1 0.0 -0.2
C -4.055241 -0.966435 0.976459 1.1 -0.4 -0.1
C -4.646004 -0.390548 2.079894 0.1 0.2 0.6
C -3.909703 -0.203776 3.244547 0.1 -0.1 -0.5
Cl -4.679346 0.546533 4.594752 -0.1 0.1 0.2
C -2.551865 -0.585821 3.338025 -0.4 0.1 -0.2
C -1.729700 -0.379738 4.470960 0.5 0.0 0.2
C -0.389000 -0.781730 4.407429 -0.5 0.3 0.1
C 0.114378 -1.360977 3.271354 0.1 -0.1 -0.4
N -0.653202 -1.580771 2.147982 0.1 -0.1 0.7
C -1.977616 -1.195637 2.199695 -0.4 0.2 -0.4
C -2.703638 -1.395291 1.002197 -1.2 0.9 0.8
O -2.103249 -1.879546 -0.046866 1.5 -1.1 -0.6
H -5.678995 -0.071655 2.036933 0.0 0.0 0.0
H -2.136878 0.072100 5.363523 0.0 0.0 0.0
H 0.263617 -0.642908 5.258884 0.0 0.0 0.0
H 1.148580 -1.672032 3.202699 0.0 -0.1 0.0
N -0.828525 -2.407983 -5.372547 0.1 0.2 0.2
C 0.400645 -1.990625 -4.683583 -0.3 -0.1 0.2
C 0.038344 -1.201256 -3.406673 0.1 -0.1 -0.2
N -1.114630 -1.879747 -2.742477 0.4 -0.2 -0.5
H -0.719460 -3.305022 -5.823575 0.0 0.0 0.0
H -1.113572 -1.743687 -6.079824 0.0 0.0 0.0
H -1.635227 -2.274558 -3.550514 -0.3 0.0 0.3
H 1.051465 -1.380798 -5.309843 0.1 0.1 0.1
H 0.953534 -2.880712 -4.393009 0.0 -0.1 0.0
H -0.262955 -0.186919 -3.669637 -0.1 0.0 0.1
H 0.869682 -1.168371 -2.706528 0.0 0.1 0.0
H -0.786129 -2.633570 -2.118749 0.0 0.0 -0.1
H -1.673649 -1.288525 -2.128792 -0.2 0.1 0.1
S 1.005789 -4.783823 -1.950401 0.0 0.1 0.2
C 0.515887 -3.784260 -0.849855 -0.5 0.4 0.1
C 1.345616 -1.265181 -0.204657 1.0 0.3 -0.2
C 2.748963 -1.194688 -0.198027 0.1 -0.1 0.1
C 3.480803 -0.166678 -0.847834 -0.2 0.1 0.0
C 4.862110 -0.179156 -0.882776 0.0 0.0 0.0
C 5.578567 -1.195975 -0.259692 -0.1 0.0 0.0
C 4.887480 -2.203684 0.415651 0.1 0.1 0.0
C 3.510197 -2.210904 0.451665 -0.1 0.1 -0.1
H 2.932101 0.621982 -1.358299 0.1 -0.1 0.0
H 5.392440 0.606641 -1.407708 0.0 0.0 0.0
H 6.659637 -1.208698 -0.302108 0.0 0.0 0.0
H 5.440193 -2.991391 0.912547 0.0 0.0 0.0
H 2.973466 -3.003520 0.957407 0.0 -0.1 0.0
C 1.052990 3.740182 0.342245 -0.1 0.0 -0.2
N 0.635160 2.846905 1.513272 0.0 0.0 -0.1
C -0.792452 3.229355 1.921514 -0.2 0.0 0.0
N -1.668226 3.166038 0.807821 0.0 -0.1 -0.1
C -1.211626 4.016021 -0.285323 0.1 -0.1 0.1
N 0.127129 3.638646 -0.730223 0.1 0.0 -0.1
C 0.153401 2.326935 -1.391260 0.1 -0.2 0.1
P -0.365157 0.884829 -0.293230 -0.3 1.1 0.3
C 0.736206 1.396893 1.136830 0.0 -0.4 -0.2
C -1.902087 1.787114 0.367932 0.1 -0.3 -0.1
H 2.047478 3.423877 0.031559 0.0 0.0 0.1
H 1.088513 4.761766 0.719478 0.0 0.0 0.1
H 1.259017 3.026719 2.299584 0.0 0.0 0.0
H -0.744699 4.239541 2.327804 0.1 0.0 0.0
H -1.104005 2.529194 2.696052 0.0 0.0 0.1
H -1.199833 5.056800 0.041817 0.0 0.0 0.0
H -1.904905 3.919123 -1.117565 0.0 0.0 0.0
H 1.165580 2.140313 -1.761068 0.0 0.0 0.0
H -0.510095 2.363281 -2.258220 0.0 0.0 0.0
H 1.768318 1.186731 0.856846 0.1 0.1 0.1
H 0.495723 0.787910 2.009359 0.0 0.0 0.1
H -2.314138 1.213590 1.199772 0.0 0.0 0.0
H -2.656972 1.783339 -0.422601 0.0 0.0 0.1

=====

38
Properties=species:S:1:pos:R:3:forces:R:3 method="wB97M-V/def2-TZVPD" e_lumo_ev=1.61 total_charge=-1 relative_energy_ev=0.000 orbital_gap_ev=4.8
Pt 0.410997 0.445675 -1.017159 0.0 -0.1 0.0
N -3.521598 -1.107415 -1.709413 0.0 0.0 0.0
C -2.371008 -0.448454 -1.411715 0.0 0.0 0.0
S -0.881961 -1.271086 -1.756377 0.0 0.1 0.0
N -2.523270 0.763864 -0.916738 0.0 0.0 0.0
N -1.329956 1.364310 -0.670024 0.0 0.0 0.0
C -1.281467 2.560310 -0.178908 0.0 0.0 0.0
C -2.486326 3.358617 0.144490 0.0 0.0 0.0
C -3.398202 2.902985 1.092473 0.0 0.0 0.0
C -4.512656 3.663214 1.407631 0.0 0.0 0.0
C -4.730993 4.880305 0.775145 0.0 0.0 0.0
C -3.828346 5.336634 -0.173817 0.0 0.0 0.0
C -2.708134 4.579196 -0.485110 0.0 0.0 0.0
C 0.073827 3.065989 0.098214 0.0 0.0 0.0
C 0.321828 4.260983 0.758937 0.0 0.0 0.0
C 1.633439 4.623222 1.023163 0.0 0.0 0.0
C 2.662304 3.781090 0.641297 0.0 0.0 0.0
C 2.347837 2.588152 0.010731 0.0 0.0 0.0
N 1.092710 2.258650 -0.270226 0.0 0.0 0.0
H -3.466959 -2.099206 -1.855998 0.0 0.0 0.0
H -4.371162 -0.730065 -1.325906 0.0 0.0 0.0
H -3.226339 1.949180 1.573167 0.0 0.0 0.0
H -5.215008 3.303552 2.148709 0.0 0.0 0.0
H -5.604456 5.470789 1.021340 0.0 0.0 0.0
H -3.995728 6.281641 -0.674817 0.0 0.0 0.0
H -2.002205 4.931263 -1.227899 0.0 0.0 0.0
H -0.505322 4.881052 1.072587 0.0 0.0 0.0
H 1.844009 5.551203 1.539160 0.0 0.0 0.0
H 3.696128 4.017962 0.847276 0.0 0.0 0.0
H 3.088314 1.852193 -0.276472 0.0 0.0 0.0
S 3.921557 -5.545663 1.104954 0.0 0.0 0.0
C 3.326751 -4.013299 0.835311 0.1 0.0 0.0
S 2.678724 -2.995236 2.055840 0.0 0.0 0.0
C 2.310711 -1.570533 1.093006 0.0 0.1 0.0
C 2.636073 -1.711149 -0.217917 0.0 0.0 0.0
S 2.476924 -0.507770 -1.495640 0.0 0.0 0.1
S 3.306910 -3.252058 -0.698756 0.0 0.0 0.0
S 1.596652 -0.230597 1.914759 0.0 0.0 0.0

=====

7
Properties=species:S:1:pos:R:3:forces:R:3 method="wB97M-V/def2-TZVPD" e_lumo_ev=0.22 relative_energy_ev=0.030 orbital_gap_ev=10.7
O -0.667166 1.597867 -1.251568 0.1 0.4 0.1
C -0.192648 0.632415 -0.743172 -0.8 -1.8 -1.1
C 0.668144 0.674320 0.525275 0.5 -0.8 -3.3
F 0.937334 1.874686 0.921030 0.0 2.3 0.9
Br 2.344894 -0.059186 -0.210541 0.0 -0.4 0.5
H -0.375536 -0.446922 -1.250381 0.6 1.9 1.3
H 0.221445 0.115979 1.274820 -0.3 -1.5 1.6

=====

23
Properties=species:S:1:pos:R:3:forces:R:3 method="wB97M-V/def2-TZVPD" e_lumo_ev="-4.61 / -8.24" multiplicity=2 total_charge=+1 relative_energy_ev=1.942 orbital_gap_ev="10.0 / 6.4"
C 1.832138 0.311509 0.788006 -1.8 0.7 2.9
C -1.202170 -1.903179 0.839154 -2.7 -0.4 1.4
C -0.559847 -0.752016 0.875708 1.5 3.0 -0.1
C -0.619163 -3.051319 0.223701 -2.5 -1.0 1.6
C 0.763466 -0.618879 0.338830 0.7 -0.6 1.2
C 0.471845 -2.919451 -0.526359 4.8 -0.4 -2.9
C 1.189016 -1.703658 -0.434509 -3.4 -2.5 -0.2
H -2.222566 -1.896661 1.381605 1.8 -0.6 -1.1
H -0.956321 0.155909 1.304854 -0.3 -0.1 0.4
H -1.134035 -3.975546 0.448193 0.1 -0.3 -0.6
H 1.023490 -3.724426 -1.254569 -2.0 1.7 2.2
H 2.729415 -0.142693 1.246539 -0.6 -0.5 0.0
H 1.409305 1.058452 1.522420 0.5 -0.9 -0.6
H 1.908340 -1.608626 -1.123720 3.2 0.6 -2.0
H 2.275870 0.897605 0.063871 0.7 1.1 -2.3
C -0.431551 2.995855 -0.322686 0.4 -2.1 2.3
C -1.288149 1.994449 -1.174967 2.5 -0.7 0.1
H -0.430073 3.998082 -0.732545 0.4 -0.1 -0.2
H -0.890783 3.080996 0.684586 0.0 0.2 -0.5
H 0.602601 2.582949 0.012101 -1.4 1.0 -1.3
H -2.252344 1.861909 -0.788027 -1.6 0.3 0.4
H -1.294606 2.470084 -2.138483 -0.4 -0.6 -0.8
H -0.923878 0.888653 -1.233702 0.0 2.0 -0.2

=====

20
Properties=species:S:1:pos:R:3:forces:R:3 method="wB97M-V/def2-TZVPD" e_lumo_ev=-2.98 total_charge=+1 relative_energy_ev=0.146 orbital_gap_ev=10.0
N 1.219179 0.037296 0.851325 -0.5 0.4 0.6
C 1.209734 -0.539689 -0.516912 1.7 1.4 -1.2
C 2.611804 -0.225043 -1.083237 0.5 -0.8 -0.3
O 3.608152 -0.624832 -0.159772 0.0 0.7 0.7
C 0.142482 0.121150 -1.352741 -0.8 -0.7 -0.4
S -1.485713 -0.404572 -0.683491 -0.2 0.0 -0.3
S -2.476985 1.283359 -0.135545 0.1 0.3 0.3
H 2.100038 -0.112096 1.355076 0.1 -0.4 -0.3
H 0.430578 -0.293650 1.426218 -0.1 0.1 0.1
H 1.140717 1.057443 0.750699 -0.2 -0.2 0.2
H 1.129459 -1.605142 -0.509834 -0.4 -0.7 0.5
H 2.733914 0.843136 -1.291147 0.0 0.0 0.3
H 2.785672 -0.731418 -2.035214 -0.4 0.0 0.0
H 3.898483 -1.539905 -0.211579 -0.2 -0.1 -0.5
H 0.196485 1.198197 -1.461712 0.1 0.3 0.5
H 0.222044 -0.230147 -2.386103 0.0 -0.2 0.2
H -3.160742 1.593623 -1.252180 0.1 -0.2 -0.1
H -1.739901 -0.572926 3.542718 -0.1 0.0 -0.5
H -0.428832 -0.245353 4.143773 0.2 0.0 -0.5
O -0.839742 -0.355158 3.267346 0.2 0.0 0.8